The following is a DFT calculation (wB97M-V/def2-TZVPD) of a structure of composition C17H29BrI2N5O2.

Last column: Löwdin charge in e.
CARTESIAN COORDINATES (ANGSTROEM)
C (0.743956, -4.596377, 2.447220)  0.004
C (-0.509911, -4.688378, 1.588589)  -0.480
O (-0.984032, -5.767370, 1.379578)  0.122
N (-1.109426, -3.511213, 1.021137)  -0.104
C (-0.782365, -2.301581, 1.769470)  -0.086
C (-0.657720, -3.434065, -0.381419)  -0.166
C (-1.406703, -2.361925, -1.197071)  -0.167
C (-0.566146, -1.708354, -2.301949)  -0.177
C (0.723434, -0.991010, -1.870683)  -0.138
C (0.569959, 0.020858, -0.727631)  -0.210
N (-0.789429, 0.572759, -0.468201)  0.188
C (-0.734685, 1.928116, -0.648501)  -0.310
N (-1.610784, 2.761306, -0.211276)  0.098
C (-2.818118, 2.388581, 0.508095)  -0.771
I (-4.367755, 2.032789, -0.974401)  0.894
C (-3.231369, 3.489549, 1.489880)  -0.818
C (-2.151059, 3.733530, 2.561617)  -0.141
I (-3.776332, 5.321986, 0.496875)  0.886
N (0.409736, 2.314036, -1.380050)  0.020
N (0.330593, 2.134606, -2.820246)  0.183
C (-0.795564, 2.097787, -3.324698)  -0.265
O (-1.784159, 1.786869, -3.843346)  0.206
C (1.385288, 1.341489, -0.849605)  -0.244
C (2.775275, 1.334347, -1.467186)  -0.188
C (3.770610, 1.928851, -0.460579)  -0.752
C (4.289248, 0.898472, 0.535315)  -0.144
Br (5.301475, 2.645487, -1.449129)  0.720
H (0.679926, -3.837045, 3.222964)  0.066
H (0.911319, -5.547490, 2.936575)  0.088
H (1.630949, -4.376666, 1.849948)  0.090
H (0.243978, -1.978763, 1.535676)  0.082
H (-0.853793, -2.473955, 2.836930)  0.090
H (-1.470010, -1.492126, 1.526678)  0.065
H (0.436202, -3.339795, -0.457842)  0.120
H (-0.909379, -4.398103, -0.815968)  0.128
H (-1.917076, -1.649350, -0.556017)  0.083
H (-2.206675, -2.897308, -1.706822)  0.118
H (-0.251074, -2.523037, -2.957725)  0.123
H (-1.195237, -1.076182, -2.926954)  0.106
H (1.130284, -0.480353, -2.743209)  0.111
H (1.444305, -1.748739, -1.575712)  0.112
H (1.020792, -0.448357, 0.144248)  0.132
H (-0.945298, 0.433040, 0.532582)  0.137
H (-1.459356, 3.751275, -0.394985)  0.141
H (-2.692387, 1.458018, 1.048659)  0.085
H (-4.116581, 3.123685, 1.997397)  0.072
H (-1.680909, 4.703922, 2.432791)  0.051
H (-1.365256, 2.977033, 2.534141)  0.073
H (-2.595435, 3.736004, 3.551497)  0.086
H (1.481402, 1.649725, 0.199919)  0.148
H (3.094337, 0.342254, -1.772172)  0.124
H (2.790626, 1.995128, -2.330591)  0.093
H (3.338313, 2.760825, 0.087106)  0.088
H (4.836508, 1.397785, 1.330319)  0.080
H (4.938969, 0.189663, 0.030493)  0.077
H (3.456545, 0.377761, 1.018289)  0.074

Atoms 1-6, force components in eV/Å:
0.0 0.3 0.2
0.0 -0.4 0.7
-0.2 -0.2 -0.5
0.8 0.2 0.2
0.4 -0.1 -0.3
-0.7 -0.1 -0.3

Summary:
Total charge = +1
HOMO = -11.90 eV
LUMO level = -4.2 eV
Maximum force = 2.175 eV Å⁻¹
Frontier orbital gap = 7.69 eV